{"formula": "C30H47CaCl3N3O6Si", "method": "ωB97M-V/def2-TZVPD", "elements": ["C", "C", "H", "H", "H", "C", "C", "H", "H", "H", "H", "Ca", "Cl", "C", "O", "N", "C", "C", "H", "H", "H", "H", "H", "H", "H", "H", "H", "C", "C", "N", "H", "C", "O", "H", "H", "H", "H", "H", "H", "C", "C", "N", "H", "C", "O", "H", "H", "H", "H", "O", "C", "C", "C", "H", "C", "H", "C", "H", "C", "C", "H", "H", "H", "Si", "Cl", "C", "C", "C", "H", "H", "H", "H", "H", "H", "H", "H", "H", "Cl", "C", "C", "C", "C", "C", "C", "C", "O", "O", "H", "H", "H", "H"], "positions_angstrom": [[-1.78057, -0.39592, -4.92100], [-1.34503, -1.61963, -4.16192], [-1.43531, -0.44150, -5.95721], [-1.39732, 0.53235, -4.46304], [-2.88116, -0.33854, -4.89983], [-0.79620, -2.71896, -4.71311], [-0.43787, -2.84953, -6.14799], [-0.55295, -3.56709, -4.08343], [-0.12733, -1.89210, -6.58478], [-1.25367, -3.26508, -6.74977], [0.40831, -3.53897, -6.22875], [0.35512, 1.10623, 0.65582], [0.81988, 3.94912, 0.37287], [0.09044, -2.18909, 1.41737], [0.86615, -1.23413, 1.16555], [0.31861, -3.13936, 2.33393], [1.65891, -3.30688, 2.86632], [-0.72175, -4.05630, 2.79236], [-0.83111, -2.31549, 0.82696], [2.21687, -2.39575, 2.65294], [2.15998, -4.17151, 2.40695], [1.59888, -3.48965, 3.94762], [-1.66238, -3.51063, 2.91625], [-0.40515, -4.48016, 3.75222], [-0.87734, -4.87871, 2.08068], [0.77728, 3.76898, 5.67189], [-1.37116, 4.98913, 4.87024], [1.02509, 3.60270, 4.62179], [-1.03465, 4.79861, 3.84537], [-0.19480, 3.60278, 3.82767], [1.52236, 2.63451, 4.50534], [-0.43443, 2.61424, 2.97981], [0.35460, 1.62714, 2.83891], [-1.90664, 4.64324, 3.19809], [-1.35141, 2.70241, 2.37228], [1.70216, 4.40198, 4.30016], [-0.47068, 5.66999, 3.47811], [1.22955, -0.11037, -4.22484], [2.09380, -2.67033, -3.79769], [2.16547, 0.14884, -3.71690], [2.92026, -2.16361, -3.28063], [2.49074, -0.87847, -2.73562], [2.05973, 1.11333, -3.21258], [2.47786, -0.63494, -1.41044], [2.17598, 0.46218, -0.88215], [3.27615, -2.79787, -2.46038], [2.77044, -1.51497, -0.79834], [2.96427, 0.18550, -4.46705], [3.72570, -2.01213, -4.01042], [-0.49288, -0.53596, -2.63414], [-1.44503, -1.45246, -2.64207], [0.08861, -3.21543, -1.60311], [-1.20153, -2.72636, -1.80925], [0.92228, -2.56912, -1.88245], [0.27384, -4.47334, -0.99834], [-2.42832, -0.99441, -2.37204], [-2.30502, -3.38112, -1.26174], [1.28699, -4.85560, -0.87598], [-0.83667, -5.17840, -0.53396], [-2.11488, -4.63234, -0.65363], [-3.27094, -2.88672, -1.32678], [-0.72276, -6.17028, -0.08381], [-2.99442, -5.15121, -0.26074], [-0.24992, 4.00708, -1.69019], [-0.65551, 1.87214, -1.64233], [1.43772, 4.64774, -2.30789], [-1.70298, 4.87650, -0.80769], [-1.01136, 4.48191, -3.44723], [2.28165, 3.97442, -2.12066], [1.65980, 5.59310, -1.80079], [1.43542, 4.87038, -3.38022], [-0.43012, 4.05039, -4.27029], [-0.97489, 5.57928, -3.55102], [-2.05932, 4.17358, -3.55413], [-2.16032, 4.28028, -0.01699], [-2.50017, 5.12520, -1.52651], [-1.37135, 5.82229, -0.36763], [-6.64617, 2.04405, 5.63917], [-5.42310, 1.46843, 4.58938], [-4.38834, 0.67245, 5.11534], [-3.40132, 0.19101, 4.26769], [-3.41694, 0.51395, 2.91068], [-4.44571, 1.31475, 2.38771], [-5.45471, 1.77879, 3.22968], [-2.30307, -0.06893, 2.06138], [-1.89526, -1.20781, 2.42026], [-1.86065, 0.64889, 1.09316], [-4.37317, 0.43173, 6.17699], [-2.61764, -0.45516, 4.65736], [-4.45798, 1.55781, 1.31655], [-6.27759, 2.38516, 2.85434]], "atomic_forces_ev_per_a": [[-0.09, 0.12, -0.02], [-0.75, -1.55, 0.25], [-0.25, 0.10, 0.01], [-0.11, -0.56, -0.07], [0.20, -0.01, -0.19], [-0.48, 0.75, 0.29], [0.49, -0.14, -0.39], [-0.15, -0.02, 0.04], [-0.09, -0.22, -0.06], [0.05, 0.05, -0.11], [0.03, 0.00, -0.28], [0.46, -1.35, -0.93], [0.46, -0.53, 1.51], [-0.23, 0.86, -0.91], [-0.39, -0.99, 0.39], [0.52, -0.13, 0.19], [-0.23, 0.03, 0.23], [-0.02, -0.02, -0.47], [0.42, -0.03, 0.40], [0.06, -0.14, 0.12], [-0.07, 0.15, 0.01], [0.14, 0.18, -0.19], [0.21, -0.07, -0.02], [-0.11, 0.16, -0.16], [0.05, 0.14, 0.18], [-0.02, -0.03, 0.00], [0.00, 0.03, -0.16], [0.03, -0.05, -0.01], [0.11, -0.16, -0.02], [-0.13, 0.33, 0.07], [-0.17, 0.30, 0.02], [1.38, -1.36, -0.27], [-1.40, 1.71, 0.71], [0.26, 0.03, 0.18], [0.18, -0.05, 0.24], [-0.12, -0.10, -0.09], [-0.14, -0.29, 0.08], [0.01, 0.07, 0.34], [0.03, 0.18, 0.16], [-0.21, -0.03, -0.08], [-0.18, 0.18, 0.23], [0.56, 0.15, 0.44], [-0.06, -0.26, -0.11], [-0.49, 0.99, -0.15], [0.47, -1.36, -0.52], [-0.05, 0.06, -0.22], [-0.17, 0.37, -0.17], [0.09, 0.09, 0.18], [-0.03, 0.02, 0.22], [2.30, 0.97, 1.97], [-0.10, 0.12, -1.15], [-0.13, -0.52, 0.28], [-0.62, 0.75, -0.34], [-0.43, -0.38, -0.12], [-0.15, 0.91, -0.12], [-0.30, -0.59, 0.21], [0.86, -0.72, 0.02], [-0.22, -0.06, 0.05], [-0.11, -0.35, -0.14], [-0.46, 0.54, 0.04], [0.01, -0.31, -0.04], [0.04, 0.35, -0.12], [0.39, 0.00, -0.03], [-1.35, 0.55, -2.12], [0.05, 1.62, -0.82], [0.52, 0.06, -0.01], [-0.12, 0.42, 0.05], [-0.22, -0.76, 0.07], [-0.16, 0.04, 0.22], [0.04, -0.09, 0.13], [-0.17, -0.14, 0.15], [-0.14, 0.03, -0.03], [0.06, -0.19, 0.12], [0.10, 0.03, -0.10], [0.19, -0.10, 0.13], [0.31, -0.16, 0.17], [0.02, -0.02, 0.12], [-0.57, 0.29, 0.41], [1.31, -0.74, -0.56], [-0.47, 0.38, -0.14], [-0.33, 0.16, 0.09], [-0.18, 0.12, -0.21], [0.37, -0.17, 0.08], [-0.11, 0.05, 0.24], [0.73, -0.73, -0.29], [-0.74, 1.68, -0.26], [-0.45, -0.62, 1.05], [-0.06, 0.09, -0.22], [-0.12, 0.15, -0.20], [0.09, -0.13, 0.53], [0.21, -0.13, 0.00]], "de_lowest_kcal_mol": 71.2, "mol_weight_g_mol": 720.2, "e_lumo_ev": 2.244, "orbital_gap_ev": 5.521, "total_charge": -1, "homo_energy_ev": -3.276}